# 1
Here is a cluster of 2 separate species, C3H6NO2 in total from the Open Molecules 2025 dataset. Energies are from the ωB97M-V functional and the def2-TZVPD basis.

Cartesian coordinates (Å):
C  2.4392  -0.3216  0.0816
C  1.2782  -0.8357  0.4844
N  0.1353  -0.1491  0.8134
H  2.6598  0.7349  0.0338
H  3.1803  -1.0364  -0.2360
H  1.2154  -1.9282  0.4957
H  -0.2734  0.4106  0.0553
H  -0.5941  -0.6161  1.3208
O  -2.8465  0.3312  0.2755
C  -2.4934  0.9246  -0.7646
O  -1.4213  0.8570  -1.4015
H  -3.2795  1.6287  -1.1583

Properties
- charge = -1
- Kohn-Sham gap (eV) = 8.462
- HOMO (eV) = -4.2
- 2S+1 = 1

# 2
Here is a cluster of 2 separate species, C3H6NO2 in total from the Open Molecules 2025 dataset. Energies are from the ωB97M-V functional and the def2-TZVPD basis.

Cartesian coordinates (Å):
C  0.7280  1.4300  0.5318
C  -1.3698  0.5397  0.8122
N  -0.7282  1.5810  0.5196
H  1.0490  1.0982  1.5232
H  1.1107  0.7141  -0.1931
H  1.1987  2.4010  0.3487
H  -2.4603  0.5997  0.8793
H  -0.9449  -0.4577  0.9644
O  -0.3046  -1.1830  -2.0763
C  0.3501  -1.9529  -1.3563
O  0.7869  -1.7858  -0.1907
H  0.5845  -2.9842  -1.7629

Properties
- charge = -1
- Kohn-Sham gap (eV) = 8.395
- HOMO (eV) = -4.1
- 2S+1 = 1

# 3
Here is the ion C3H6NO2 with charge -1 from the Open Molecules 2025 dataset. Energies are from the ωB97M-V functional and the def2-TZVPD basis.

Cartesian coordinates (Å):
O  -0.0293  2.1587  -0.1667
C  0.1802  0.9450  -0.0926
N  -0.6138  0.1500  0.6445
C  -0.9290  -1.3751  0.4652
O  0.0601  -2.1136  0.0524
C  1.2994  0.3024  -0.8671
H  -1.3900  0.7115  0.9564
H  -1.8187  -1.3734  -0.2207
H  -1.3167  -1.6010  1.4873
H  1.5434  0.9341  -1.7245
H  2.1848  0.1292  -0.2523
H  0.9142  -0.6685  -1.1795

Properties
- charge = -1
- Kohn-Sham gap (eV) = 7.433
- HOMO (eV) = -3.1
- 2S+1 = 1

# 4
Here is a cluster of 2 separate species, C3H6NO2 in total from the Open Molecules 2025 dataset. Energies are from the ωB97M-V functional and the def2-TZVPD basis.

Cartesian coordinates (Å):
C  1.5581  0.6138  2.3085
C  0.5086  0.3089  1.5235
N  0.4486  -0.1719  0.2519
H  2.5790  0.2742  2.2056
H  1.3583  0.9800  3.3108
H  -0.5195  0.3030  1.8904
H  1.2104  -0.1323  -0.3828
H  -0.4078  0.0423  -0.2630
O  -1.0733  0.2878  -2.0158
C  -1.6600  -0.5725  -2.7261
O  -1.2432  -1.3278  -3.6103
H  -2.7593  -0.6056  -2.4928

Properties
- charge = -1
- Kohn-Sham gap (eV) = 8.264
- HOMO (eV) = -4.3
- 2S+1 = 1

# 5
Here is the ion C3H6NO2 with charge -1 from the Open Molecules 2025 dataset. Energies are from the ωB97M-V functional and the def2-TZVPD basis.

Cartesian coordinates (Å):
O  1.7186  0.0606  -1.3228
C  0.9386  -0.1324  -0.3957
N  -0.3961  0.0225  -0.4738
C  -1.3915  0.1424  0.6855
O  -2.5658  0.4848  0.1962
C  1.5192  -0.5141  0.9632
H  -0.7584  0.5552  -1.2518
H  -1.3758  -0.8372  1.2106
H  -0.9883  0.8984  1.4032
H  1.8249  -1.5562  0.9242
H  0.8473  -0.4586  1.8151
H  2.2704  0.2561  1.1392

Properties
- charge = -1
- Kohn-Sham gap (eV) = 7.038
- HOMO (eV) = -2.9
- 2S+1 = 1

# 6
Here is an isolated molecule of C3H6NO2 from the Open Molecules 2025 dataset. Energies are from the ωB97M-V functional and the def2-TZVPD basis.

Cartesian coordinates (Å):
C  -0.5229  0.5896  0.2778
N  0.4819  -0.2051  0.9344
C  0.3817  -1.6806  0.8846
O  -0.7078  -2.1846  0.9138
O  1.5725  -2.1011  0.8072
C  -0.2512  0.8687  -1.2157
H  -1.4840  0.1482  0.4679
H  -0.4923  1.5514  0.7888
H  1.4350  0.1598  0.9061
H  -0.5607  1.8841  -1.4991
H  -0.6719  0.1281  -1.8802
H  0.8198  0.8415  -1.3856

Properties
- charge = 0
- Kohn-Sham gap (spin up / spin down) (eV) = 11.579 / 6.991
- ⟨S²⟩ = 0.76
- HOMO (spin up / spin down) (eV) = -10.8 / -10.2
- 2S+1 = 2

# 7
Here is a cluster of 2 separate species, C3H6NO2 in total from the Open Molecules 2025 dataset. Energies are from the ωB97M-V functional and the def2-TZVPD basis.

Cartesian coordinates (Å):
C  0.7904  -0.2883  0.6760
C  -0.2702  -0.4703  0.1057
C  2.3907  0.8703  1.9377
N  -3.1668  -0.9490  -2.7244
O  1.9283  -0.0646  1.1683
O  3.6280  0.8249  2.2711
H  -1.0726  -0.8965  -0.3056
H  1.8539  1.8429  2.1666
H  -2.9263  -0.5652  -3.6413
H  -2.9121  -0.4759  -1.8725
H  -4.1187  -1.0293  -2.9133
H  3.8755  1.2011  3.1316

Properties
- charge = +1
- Kohn-Sham gap (eV) = 5.627
- HOMO (eV) = -12.2
- 2S+1 = 1

# 8
Here is the ion C3H6NO2 with charge +1 from the Open Molecules 2025 dataset. Energies are from the ωB97M-V functional and the def2-TZVPD basis.

Cartesian coordinates (Å):
C  0.3609  0.7199  -1.0993
C  0.6455  -0.6900  -0.9949
C  -0.2279  -0.0658  0.0737
N  0.1838  0.0503  1.4761
O  -0.2156  -0.2018  -2.0574
O  -1.6373  -0.2620  0.1339
H  0.8378  1.7096  -1.2310
H  1.3640  -1.4410  -1.2542
H  -0.5548  0.5672  1.8564
H  1.1246  0.5116  1.7076
H  0.2090  -0.8625  2.0513
H  -2.0900  -0.0355  -0.6621

Properties
- charge = +1
- Kohn-Sham gap (eV) = 10.353
- HOMO (eV) = -14.5
- 2S+1 = 1

# 9
Here is the ion C3H6NO2 with charge +1 from the Open Molecules 2025 dataset. Energies are from the ωB97M-V functional and the def2-TZVPD basis.

Cartesian coordinates (Å):
C  0.1644  0.9967  -0.9559
C  0.5789  1.0564  0.5458
C  0.0692  -0.2406  -0.0289
N  -0.9514  -1.1777  0.3077
O  1.9927  0.1727  0.6506
O  1.3493  -0.9088  0.0377
H  -0.7961  1.6122  -1.0246
H  0.8268  0.9985  -1.8443
H  0.2150  1.7781  1.3375
H  -1.1186  -1.8634  -0.4782
H  -1.7710  -0.5326  0.4853
H  -0.5591  -1.8915  0.9674

Properties
- charge = +1
- Kohn-Sham gap (eV) = 9.810
- HOMO (eV) = -14.1
- 2S+1 = 1

# 10
Here is a structure of composition C3H6NO2 from the Open Molecules 2025 dataset. Energies are from the ωB97M-V functional and the def2-TZVPD basis.

Cartesian coordinates (Å):
C  2.9175  -0.0879  -0.3125
C  1.5658  0.1418  -0.3087
C  -0.2851  -0.0746  -0.6950
N  -0.8689  0.1685  0.6217
O  2.3975  1.2632  -0.1765
O  2.1282  -0.5887  0.7874
H  3.7925  -0.4802  -0.7639
H  -0.3613  -1.0980  -1.0392
H  -0.5197  0.6763  -1.4435
H  -1.8897  0.0371  0.6031
H  -0.6628  1.1306  0.9305
H  -0.4471  -0.4742  1.3135

Properties
- charge = +1
- Kohn-Sham gap (eV) = 9.576
- HOMO (eV) = -13.8
- 2S+1 = 1

# 11
Here is a cluster of 2 separate species, C3H6NO3S in total from the Open Molecules 2025 dataset. Energies are from the ωB97M-V functional and the def2-TZVPD basis.

Cartesian coordinates (Å):
C  0.4929  0.2011  0.2651
C  0.0824  -0.7327  1.3117
C  0.6480  0.0504  -1.2058
N  -1.8900  0.1627  2.9411
O  -3.3691  -1.9310  3.4844
O  -4.2484  -0.1255  2.0372
O  1.3987  -0.3673  1.1895
S  -3.3067  -0.4979  3.1311
H  0.1051  1.2911  0.5270
H  -0.2321  -1.6781  1.1453
H  0.7899  -0.8951  -1.5062
H  1.3349  0.6675  -1.5985
H  -0.2179  0.2549  -1.7210
H  -1.7945  0.5310  2.0108

Properties
- charge = -1
- Kohn-Sham gap (spin up / spin down) (eV) = 6.593 / 7.503
- HOMO (spin up / spin down) (eV) = -3.2 / -4.1
- 2S+1 = 1

# 12
Here is an isolated molecule of C3H6NOP from the Open Molecules 2025 dataset. Energies are from the ωB97M-V functional and the def2-TZVPD basis.

Cartesian coordinates (Å):
C  -1.5032  -0.2494  0.5547
C  0.7370  0.4324  -0.4093
C  -0.2066  -0.7282  -0.1876
N  -1.4563  0.7884  1.2585
O  -2.2737  -2.6655  1.5547
P  -2.8486  -1.6764  0.6585
H  0.3286  1.0546  -1.1881
H  0.7647  0.9296  0.4869
H  1.7298  0.0611  -0.6666
H  0.3108  -1.4409  0.4342
H  -0.2655  -1.2692  -1.0826
H  -2.3417  0.9071  1.7360

Properties
- charge = 0
- Kohn-Sham gap (eV) = 7.818
- HOMO (eV) = -8.9
- 2S+1 = 1

Record-wise ΔE to the lowest compared entry with this formula, charge and spin values, in kJ/mol: 88.36, 132.43, 126.90, 98.68, 130.01, 27.45, 492.55, 359.90, 618.72, 528.28, 709.40, 97.32
Record-wise E_tot values, in Ha: -323.18460, -323.16782, -323.16993, -323.18068, -323.16874, -323.08355, -322.69127, -322.74179, -322.64321, -322.67766, -796.41547, -589.20913